Run a
Formula: CH2S4
Source: the Open Molecules 2025 dataset
Level of theory: ωB97M-V with the def2-TZVPD basis set

LUMO energy (alpha / beta)	-1.21 / -0.91	eV
HOMO-LUMO gap (alpha / beta)	6.4 / 7.2	eV
E_HOMO (alpha / beta)	-7.7 / -8.1	eV
charge	0

Last column: Mulliken charge in e.
Geometry (Å):
1 C -0.12 0.48 0.64  0.3281
2 S -1.00 -0.67 0.05  -0.1828
3 S 0.64 1.45 1.79  -0.1106
4 S -1.16 0.18 -2.59  -0.1398
5 S -0.16 1.87 -2.25  -0.2813
6 H 0.32 0.78 2.96  0.1579
7 H -0.02 -0.21 -3.13  0.2286

Run b
Formula: CH2S4
Source: the Open Molecules 2025 dataset
Level of theory: ωB97M-V with the def2-TZVPD basis set

LUMO energy (alpha / beta)	-1.68 / -0.76	eV
HOMO-LUMO gap (alpha / beta)	5.9 / 7.8	eV
E_HOMO (alpha / beta)	-7.6 / -8.5	eV
charge	0

Last column: Mulliken charge in e.
Geometry (Å):
1 C -1.44 0.25 0.71  0.2235
2 S -0.73 1.65 0.94  -0.1775
3 S -1.25 -1.11 -0.14  -0.1287
4 S 2.01 0.95 -0.20  -0.0986
5 S 2.15 -0.99 0.01  -0.1750
6 H -2.54 -1.76 0.20  0.1509
7 H 1.80 1.02 -1.52  0.2054

Relative energy of each structure, in hartree: run a 0.0000; run b 0.0025.

Run a
Formula: C2H10N4
Source: the Open Molecules 2025 dataset
Level of theory: ωB97M-V with the def2-TZVPD basis set

LUMO energy	0.94	eV
HOMO-LUMO gap	8.6	eV
SMILES string	[H]/N=C/N.CNN
E_HOMO	-7.6	eV
charge	0

Last column: Mulliken charge in e.
Geometry (Å):
1 C 1.27 0.04 -0.64  0.1745
2 C -1.95 0.21 -0.49  -0.9469
3 N -0.71 0.19 0.25  0.0293
4 N -0.92 -0.32 1.58  -0.7461
5 N 1.38 1.32 -0.25  -0.8782
6 N 2.09 -0.90 -0.07  -0.4403
7 H 0.82 -0.28 -1.58  0.3129
8 H -1.22 -1.30 1.51  0.2130
9 H 0.00 -0.29 2.01  0.2423
10 H 1.83 -1.87 -0.12  0.2119
11 H 1.61 1.95 -1.01  0.2076
12 H -0.02 1.22 0.17  0.4178
13 H 2.65 -0.59 0.72  0.3037
14 H -2.35 -0.81 -0.61  0.2618
15 H -2.73 0.80 0.01  0.3284
16 H -1.75 0.62 -1.49  0.3085

Run b
Formula: C2H10N4
Source: the Open Molecules 2025 dataset
Level of theory: ωB97M-V with the def2-TZVPD basis set

LUMO energy	1.11	eV
HOMO-LUMO gap	9.5	eV
SMILES string	CCN(N)NN
E_HOMO	-8.4	eV
charge	0

Last column: Mulliken charge in e.
Geometry (Å):
1 C -1.45 0.64 1.36  -1.0311
2 C -0.16 1.27 0.62  -0.4047
3 N 0.00 -2.03 -0.99  -0.6149
4 N 1.79 0.21 -0.55  -0.8302
5 N -0.31 -0.57 -0.95  -0.2800
6 N 0.55 0.03 -0.14  0.4056
7 H -2.22 0.46 0.64  0.3109
8 H -1.26 -0.34 1.78  0.2938
9 H -1.93 1.41 2.01  0.3480
10 H -0.52 2.13 0.05  0.2874
11 H 0.40 1.61 1.46  0.3048
12 H 0.90 -2.24 -1.60  0.2358
13 H -0.01 -2.30 0.04  0.2800
14 H 1.95 0.52 -1.55  0.1926
15 H 2.44 -0.50 -0.22  0.2069
16 H -0.19 -0.32 -1.96  0.2952

Relative energy of each structure, in hartree: run a 0.0000; run b 0.0305.

Run a
Formula: C3H2O2P3
Source: the Open Molecules 2025 dataset
Level of theory: ωB97M-V with the def2-TZVPD basis set

LUMO energy	3.70	eV
HOMO-LUMO gap	6.5	eV
E_HOMO	-2.8	eV
charge	-1

Last column: Mulliken charge in e.
Geometry (Å):
1 C -1.44 -0.32 -0.59  -0.3027
2 C -0.26 -0.40 0.14  -0.1377
3 C 0.97 -1.17 -0.01  0.5984
4 O 2.09 -0.35 0.08  -0.2919
5 O 1.00 -2.34 -0.30  -0.6120
6 P -2.01 1.30 -0.61  -0.2990
7 P 2.09 1.25 0.13  -0.2056
8 P -0.08 1.35 0.43  -0.2972
9 H -1.84 -1.14 -1.03  0.4930
10 H -0.53 1.81 1.76  0.0547

Run b
Formula: C3H2O2P3
Source: the Open Molecules 2025 dataset
Level of theory: ωB97M-V with the def2-TZVPD basis set

LUMO energy	3.70	eV
HOMO-LUMO gap	6.2	eV
SMILES string	O=C=CP=[PH]=P#C[O-]
E_HOMO	-2.5	eV
charge	-1

Last column: Mulliken charge in e.
Geometry (Å):
1 C 0.19 1.02 -1.30  -0.8446
2 C -1.66 -0.38 1.87  0.4680
3 C 1.22 1.73 -0.91  0.4778
4 O 2.13 2.24 -0.46  -0.3977
5 O -2.33 0.54 2.08  -0.4107
6 P 0.48 -0.79 -1.51  -0.1699
7 P -1.05 -1.88 1.68  -0.3600
8 P 0.82 -1.36 0.50  -0.1856
9 H -0.52 1.42 -1.86  0.4308
10 H 0.72 -2.54 -0.10  -0.0081

Relative energy of each structure, in hartree: run a 0.0000; run b 0.0092.

Run a
Formula: C2H8NO2P
Source: the Open Molecules 2025 dataset
Level of theory: ωB97M-V with the def2-TZVPD basis set

LUMO energy	0.73	eV
HOMO-LUMO gap	9.7	eV
SMILES string	CP(C)(=O)NO
E_HOMO	-8.9	eV
charge	0

Last column: Mulliken charge in e.
Geometry (Å):
1 C -1.12 -1.36 0.83  -1.0518
2 C -0.75 1.50 -0.56  -0.9387
3 N 1.32 -0.12 -0.78  -0.2453
4 O 0.81 0.64 1.70  -0.6633
5 O 2.48 -0.82 -0.37  -0.4293
6 P 0.25 0.29 0.39  0.8161
7 H -0.92 -2.35 0.89  0.3938
8 H -1.35 -0.98 1.77  0.2881
9 H -1.73 -1.04 0.01  0.2892
10 H -0.19 2.37 -0.91  0.3371
11 H -1.10 0.89 -1.50  0.2769
12 H -1.70 1.81 -0.08  0.3118
13 H 0.90 -0.58 -1.53  0.2653
14 H 3.12 -0.24 0.14  0.3501

Run b
Formula: C2H8NO2P
Source: the Open Molecules 2025 dataset
Level of theory: ωB97M-V with the def2-TZVPD basis set

LUMO energy (alpha / beta)	-1.01 / -1.18	eV
HOMO-LUMO gap (alpha / beta)	7.2 / 6.3	eV
E_HOMO (alpha / beta)	-8.2 / -7.4	eV
charge	0

Last column: Mulliken charge in e.
Geometry (Å):
1 C -2.52 0.58 -0.25  -0.8009
2 C 2.57 0.66 -0.20  -0.6275
3 N -1.15 0.53 0.18  -0.1410
4 O 1.44 -2.51 0.23  -0.8071
5 O 1.20 0.86 -0.06  -0.2537
6 P 0.09 -0.01 -0.82  0.3141
7 H -2.61 0.88 -1.21  0.3383
8 H -2.99 -0.38 -0.17  0.3273
9 H -3.17 1.22 0.40  0.2726
10 H 2.76 -0.17 -0.87  0.3570
11 H 2.89 0.39 0.76  0.2345
12 H 3.01 1.55 -0.59  0.2686
13 H -1.03 0.32 1.17  0.3151
14 H 1.73 -2.34 1.11  0.2027

Relative energy of each structure, in hartree: run a 0.0000; run b 0.0426.

Run a
Formula: C6H8N4
Source: the Open Molecules 2025 dataset
Level of theory: ωB97M-V with the def2-TZVPD basis set

LUMO energy	0.84	eV
HOMO-LUMO gap	9.7	eV
SMILES string	CC1=N[C@H]1c1ncn(C)n1
E_HOMO	-8.8	eV
charge	0

Last column: Mulliken charge in e.
Geometry (Å):
1 C 1.47 1.03 -0.24  0.0147
2 C 2.35 -0.08 -0.49  0.4329
3 C 0.04 0.86 0.06  0.2593
4 C -1.85 1.10 0.89  -0.1466
5 C 3.11 -1.13 0.27  -1.0455
6 C -3.04 -0.66 -0.43  -0.7718
7 N 2.00 0.44 -1.57  -0.5466
8 N -0.66 1.67 0.87  -0.6170
9 N -0.70 -0.10 -0.47  -0.7899
10 N -1.91 0.12 0.01  0.6220
11 H 1.80 2.10 0.01  0.3759
12 H -2.67 1.59 1.21  0.3814
13 H 2.53 -1.63 0.99  0.3285
14 H 3.44 -1.96 -0.37  0.3241
15 H 3.91 -0.63 0.77  0.3005
16 H -3.09 -1.50 0.34  0.2921
17 H -4.02 -0.16 -0.41  0.2826
18 H -2.72 -1.07 -1.41  0.3034

Run b
Formula: C6H8N4
Source: the Open Molecules 2025 dataset
Level of theory: ωB97M-V with the def2-TZVPD basis set

LUMO energy	-0.36	eV
HOMO-LUMO gap	10.3	eV
SMILES string	[H]/N=C(\C#N)[C@@H](N)C#N.C=C
E_HOMO	-10.6	eV
charge	0

Last column: Mulliken charge in e.
Geometry (Å):
1 C 0.67 1.85 -2.44  -0.4941
2 C -0.35 1.02 -2.72  -0.6613
3 C 0.88 -0.45 0.59  0.5355
4 C 0.73 -1.85 0.95  0.0714
5 C -0.45 0.36 0.78  0.4143
6 C -1.62 -0.15 0.08  0.0587
7 H 0.50 2.87 -2.13  0.2740
8 H 1.65 1.59 -2.79  0.2705
9 H -1.38 1.15 -2.55  0.4051
10 H -0.07 0.09 -3.25  0.2094
11 H 1.83 0.08 2.30  0.2926
12 H 1.94 1.07 1.17  0.3044
13 H 0.98 -0.37 -0.50  0.1281
14 H -1.39 1.82 1.18  0.3002
15 N 1.99 0.07 1.32  -0.6919
16 N 0.54 -2.93 1.28  -0.4101
17 N -0.51 1.43 1.39  -0.5525
18 N -2.48 -0.43 -0.67  -0.4545

Run c
Formula: C6H8N4
Source: the Open Molecules 2025 dataset
Level of theory: ωB97M-V with the def2-TZVPD basis set

LUMO energy	0.71	eV
HOMO-LUMO gap	9.4	eV
SMILES string	c1c[nH]cn1.c1c[nH]cn1
E_HOMO	-8.7	eV
charge	0

Last column: Mulliken charge in e.
Geometry (Å):
1 N -0.09 4.09 -0.64  -0.5634
2 C 1.11 4.23 0.01  -0.2975
3 C -0.24 2.73 -0.68  -0.1478
4 C 0.90 2.14 -0.17  -0.2505
5 N 1.73 3.13 0.26  -0.0283
6 H 1.70 5.15 -0.02  0.3088
7 H -1.15 2.24 -1.01  0.3960
8 H 1.14 1.08 -0.16  0.3062
9 H 2.74 3.08 0.45  0.2702
10 N -1.35 -2.59 -1.05  -0.5872
11 C -1.75 -3.69 -0.38  -0.1396
12 C -0.41 -2.00 -0.19  -0.0256
13 C -0.17 -2.81 0.86  -0.3124
14 N -1.04 -3.84 0.73  -0.0201
15 H -2.54 -4.39 -0.62  0.3567
16 H 0.00 -1.02 -0.41  0.1715
17 H 0.53 -2.85 1.69  0.3525
18 H -1.11 -4.68 1.32  0.2103

Relative energy of each structure, in hartree: run a 0.0556; run b 0.0702; run c 0.0000.

Run a
Formula: C3H12NO3
Source: the Open Molecules 2025 dataset
Level of theory: ωB97M-V with the def2-TZVPD basis set

LUMO energy	4.16	eV
HOMO-LUMO gap	8.1	eV
E_HOMO	-4.0	eV
charge	-1

Last column: Mulliken charge in e.
Geometry (Å):
1 C 0.79 0.25 1.92  -0.5604
2 C 1.48 -0.55 0.70  -0.8466
3 C 0.22 -1.24 -0.15  -0.5884
4 O -0.18 -0.22 -1.05  -0.9391
5 N 0.10 1.39 1.55  -0.6915
6 H 1.73 0.54 2.47  0.3059
7 H 0.34 -0.56 2.57  0.2969
8 H 1.87 0.20 0.03  0.3360
9 H 2.14 -1.27 1.13  0.4253
10 H -0.52 -1.59 0.51  0.3714
11 H 0.58 -2.04 -0.72  0.3516
12 H -0.77 0.96 1.11  0.3679
13 H 0.47 1.91 0.75  0.3226
14 H -0.34 0.98 -3.53  0.2300
15 H -0.65 -0.27 -2.63  0.4937
16 O -0.65 0.13 -3.56  -0.7015
17 H -1.47 -0.01 -0.56  0.4177
18 H -2.71 1.08 -0.39  0.1911
19 O -2.40 0.33 -0.15  -0.7827

Run b
Formula: C3H12NO3
Source: the Open Molecules 2025 dataset
Level of theory: ωB97M-V with the def2-TZVPD basis set

LUMO energy	4.08	eV
HOMO-LUMO gap	8.3	eV
E_HOMO	-4.2	eV
charge	-1

Last column: Mulliken charge in e.
Geometry (Å):
1 C -0.70 -0.14 -0.19  -0.6404
2 O 0.60 -0.64 -0.09  -0.9630
3 C -0.71 1.33 0.24  0.3184
4 C -0.21 1.50 1.70  -1.2892
5 N 0.21 2.03 -0.68  -0.7795
6 H -1.35 -0.71 0.49  0.3365
7 H -1.11 -0.33 -1.19  0.2937
8 H -1.70 1.78 0.06  0.2536
9 H -0.81 0.83 2.33  0.3040
10 H 0.81 1.15 1.70  0.3187
11 H -0.36 2.55 1.91  0.3780
12 H 0.75 2.76 -0.24  0.2266
13 H 0.91 1.34 -0.95  0.3353
14 H 1.02 -1.29 -2.92  0.2209
15 H 1.05 -1.26 -1.19  0.4483
16 O 1.50 -1.61 -2.15  -0.8195
17 H 0.35 -3.83 0.45  0.2702
18 H 0.07 -2.27 0.29  0.4986
19 O -0.34 -3.17 0.43  -0.7112

Relative energy of each structure, in hartree: run a 0.0568; run b 0.0000.